The following is a DFT calculation (ωB97M-V/def2-TZVPD) of a cluster of 18 separate species, C34H104N14O18 in total at a distorted geometry.

Computed properties:
E_LUMO ... 0.0100 Eh
HOMO level ... -9.45 eV
DFT total energy ... -94669.0619 eV
Strongest force on any atom ... 2.924 eV/Å
Kohn-Sham gap ... 9.721 eV

The geometry in ORCA input format:
```
! RIJCOSX wB97M-V def2-TZVPD def2/J DEFGRID3
* xyz 0 1
C -5.95 -5.04 2.62
C -5.22 -4.06 1.77
C -6.18 -2.92 1.43
O -4.15 -3.64 2.58
H -6.70 -5.60 2.02
H -6.50 -4.55 3.41
H -5.28 -5.78 3.10
H -4.84 -4.51 0.83
H -5.59 -2.09 1.05
H -6.73 -2.64 2.30
H -6.96 -3.25 0.75
H -3.94 -2.75 2.33
C 1.39 5.97 3.24
C 1.00 4.53 3.30
C -0.30 4.37 2.51
O 1.98 3.67 2.72
H 2.33 6.15 3.78
H 0.67 6.59 3.76
H 1.51 6.29 2.21
H 0.95 4.21 4.34
H -1.16 4.78 3.04
H -0.47 3.30 2.52
H -0.31 4.76 1.47
H 1.82 2.77 3.09
C 2.99 -3.44 1.05
C 2.82 -4.17 -0.29
C 3.27 -5.62 -0.34
O 1.38 -4.09 -0.61
H 4.05 -3.13 1.09
H 2.75 -4.11 1.93
H 2.35 -2.50 1.05
H 3.38 -3.56 -1.02
H 3.05 -6.24 0.54
H 4.33 -5.71 -0.51
H 2.78 -6.01 -1.25
H 1.08 -3.46 -1.28
C 0.81 -4.17 4.55
C 1.31 -3.05 5.47
C 1.39 -3.48 6.96
O 2.60 -2.53 5.08
H -0.28 -4.29 4.63
H 1.19 -5.06 4.99
H 0.92 -3.96 3.48
H 0.64 -2.22 5.44
H 0.45 -3.90 7.25
H 1.49 -2.60 7.57
H 2.14 -4.30 7.10
H 3.14 -3.27 4.87
C 2.98 0.19 2.10
C 2.27 0.23 3.43
C 3.17 0.64 4.60
O 1.18 1.22 3.26
H 2.45 -0.15 1.21
H 3.86 -0.46 2.21
H 3.39 1.20 1.82
H 1.84 -0.76 3.60
H 3.87 -0.15 4.77
H 2.61 0.72 5.53
H 3.73 1.54 4.43
H 0.52 1.11 3.96
C 5.02 1.28 -1.03
C 6.04 1.92 -1.95
C 7.27 1.00 -2.24
O 5.53 2.31 -3.21
H 4.07 1.77 -1.13
H 5.30 1.46 0.01
H 4.82 0.22 -1.15
H 6.47 2.78 -1.40
H 7.82 0.79 -1.28
H 8.08 1.55 -2.74
H 7.19 0.09 -2.80
H 4.83 2.96 -3.21
C 0.03 1.42 0.24
C -0.20 0.10 -0.41
C -0.46 -1.06 0.61
O -1.24 0.17 -1.45
H 0.76 1.23 1.02
H -0.88 1.85 0.62
H 0.36 2.11 -0.51
H 0.70 -0.06 -1.01
H 0.36 -1.08 1.33
H -0.50 -2.04 0.12
H -1.39 -0.93 1.21
H -1.85 -0.54 -1.27
C 1.79 1.10 -3.75
C 1.13 1.02 -5.12
C 0.01 -0.01 -5.22
O 0.64 2.35 -5.42
H 0.96 1.49 -3.20
H 2.68 1.72 -3.77
H 1.95 0.09 -3.46
H 1.93 0.90 -5.83
H -0.24 -0.18 -6.31
H -0.76 0.44 -4.58
H 0.36 -0.84 -4.57
H 0.01 2.32 -6.15
C -2.80 -5.30 -5.68
C -2.03 -3.94 -5.62
C -3.05 -2.78 -5.69
O -1.29 -3.82 -4.44
H -3.76 -5.16 -5.21
H -2.22 -6.05 -5.14
H -2.87 -5.60 -6.74
H -1.39 -3.83 -6.48
H -2.57 -1.82 -5.41
H -3.90 -2.90 -4.98
H -3.47 -2.54 -6.69
H -1.69 -4.31 -3.68
C -1.28 4.83 -1.63
O -2.15 4.81 -0.78
N -1.00 3.75 -2.38
N -0.66 5.95 -1.96
H -0.17 3.73 -2.95
H -1.25 2.88 -1.96
H 0.09 5.98 -2.63
H -0.79 6.68 -1.28
C 4.00 5.24 0.39
O 4.73 5.63 -0.53
N 4.49 4.79 1.60
N 2.58 5.06 0.31
H 3.79 4.36 2.20
H 5.41 4.50 1.76
H 2.13 4.35 0.94
H 2.09 5.10 -0.58
C -2.04 0.22 4.67
O -0.86 0.00 4.90
N -2.40 1.36 4.02
N -3.08 -0.57 4.88
H -3.32 1.51 3.55
H -1.68 1.78 3.53
H -2.83 -1.53 4.99
H -3.73 -0.50 4.08
C -2.56 -5.03 -0.99
O -2.89 -4.83 -2.18
N -1.56 -4.36 -0.39
N -3.13 -5.97 -0.17
H -1.23 -3.56 -0.92
H -1.25 -4.49 0.56
H -3.69 -6.70 -0.63
H -2.63 -6.20 0.66
C -3.99 3.10 1.39
O -4.44 2.37 2.27
N -3.34 2.55 0.36
N -4.20 4.44 1.35
H -3.01 1.63 0.37
H -2.94 3.15 -0.31
H -5.05 4.71 1.78
H -3.61 5.12 0.86
C 2.84 4.71 -3.87
O 1.89 4.90 -3.16
N 2.82 4.41 -5.27
N 4.11 4.66 -3.38
H 3.74 4.22 -5.58
H 2.27 3.63 -5.54
H 4.31 5.25 -2.58
H 4.80 4.94 -4.08
C -4.42 -0.07 -1.75
O -3.72 -0.88 -1.15
N -5.80 0.07 -1.57
N -3.93 0.84 -2.59
H -6.25 -0.68 -1.03
H -6.23 0.40 -2.42
H -2.97 1.11 -2.51
H -4.56 1.58 -2.99
O -3.84 -0.55 1.70
H -3.83 -0.85 0.76
H -4.03 0.39 1.70
O 0.15 -2.35 -2.43
H -0.31 -2.68 -3.25
H -0.36 -1.53 -2.22
*
```

Atom charges from the Mulliken analysis, given in e for atoms 1 to 2:
1. C -1.6388
2. C 1.2616